Arrangement A

Formula: C4H14N4O
Source: the Open Molecules 2025 dataset
Level of theory: ωB97M-V/def2-TZVPD

Each line ends with the Mulliken charge.
Positions of all 23 atoms, in Å:
H: 2.56 2.43 0.44  0.2841
H: 1.34 1.78 1.52  0.2656
H: -0.20 1.61 -1.63  0.3384
H: -3.21 -0.01 -0.42  0.3222
H: -1.57 -0.65 1.94  0.3383
N: 1.44 0.83 -0.38  -0.0392
H: 1.11 -0.47 -2.09  0.2993
H: -2.65 -1.69 0.01  0.3015
N: -1.15 -0.17 -0.09  0.1502
H: -2.33 -1.00 -1.59  0.3221
C: -1.27 0.20 1.33  -0.9765
H: -1.98 1.02 1.44  0.3634
C: 0.78 -0.82 -0.17  0.4046
C: 2.06 1.50 0.74  -0.8159
C: -2.43 -0.77 -0.53  -1.0020
H: -0.82 0.19 -1.00  0.1260
H: 2.76 0.78 1.18  0.3349
N: 1.17 -1.47 0.87  -0.7782
H: 1.83 -2.21 0.65  0.2345
H: -0.34 0.48 1.80  0.2365
O: 0.46 1.75 -0.93  -0.5170
N: 0.91 -1.26 -1.49  -0.4415
H: 1.53 -2.05 -1.60  0.2487

Values from the calculation:
* net charge: 0
* highest occupied orbital energy: -7.580 eV
* structure (SMILES): [H]/N=C(\N)N(C)O.CNC
* 2S+1: 1
* LUMO: 0.60 eV
* orbital gap: 8.180 eV

=====

Arrangement B

Formula: C4H14N4O
Source: the Open Molecules 2025 dataset
Level of theory: ωB97M-V/def2-TZVPD

Each line ends with the Mulliken charge.
Positions of all 23 atoms, in Å:
C: -1.29 1.26 -1.18  -1.4521
C: 1.80 -0.56 0.12  -0.0074
N: 0.51 1.64 1.22  -0.5501
H: -2.39 0.69 1.28  0.3033
N: 2.66 0.39 -0.48  -0.5345
C: -2.31 -0.21 0.66  -1.2274
H: 0.06 -3.03 -0.63  0.2749
N: 0.64 -2.51 0.01  -0.5506
H: -3.29 -0.41 0.22  0.3928
H: 0.12 -2.25 0.85  0.2613
O: 0.27 0.33 0.75  -0.2565
H: 2.15 -0.87 1.11  0.4172
H: -0.46 1.29 -1.88  0.3169
H: -1.23 2.12 -0.50  0.3510
H: -2.23 1.34 -1.74  0.4271
H: -2.03 -1.06 1.29  0.2991
H: 3.64 0.20 -0.30  0.2525
H: 1.25 2.01 0.62  0.2718
H: -1.15 -0.90 -1.03  0.3098
H: 0.83 1.57 2.18  0.2231
H: 2.52 0.41 -1.48  0.2475
C: -1.29 -0.02 -0.41  0.7234
N: 1.22 -1.44 -0.68  -0.4931

Values from the calculation:
* net charge: 0
* highest occupied orbital energy (spin up / spin down): -6.564 / -6.566 eV
* 2S+1: 1
* LUMO (spin up / spin down): 0.71 / 0.71 eV
* orbital gap (spin up / spin down): 7.275 / 7.277 eV

=====

Stability verdict: arrangement B, ahead by 0.839 eV

=====

Arrangement A

Formula: C2H6N2O4
Source: the Open Molecules 2025 dataset
Level of theory: ωB97M-V/def2-TZVPD

Each line ends with the Mulliken charge.
Positions of all 14 atoms, in Å:
H: 0.48 -1.56 1.68  0.2435
H: -1.57 -1.33 -0.97  0.3584
C: -0.39 -0.65 0.14  0.5936
H: 2.27 0.54 -1.67  0.2787
O: -2.51 0.23 -0.37  -0.6384
O: -1.27 1.37 0.99  -0.5884
N: 0.35 -0.65 1.32  -0.4584
O: -1.02 -1.72 -0.34  -0.4700
H: 1.36 1.85 -1.04  0.2887
N: -1.52 0.44 0.29  0.9581
C: 1.51 0.78 -0.95  -0.7044
H: -0.11 -0.02 1.87  0.2107
O: 0.47 -0.13 -1.06  -0.3605
H: 1.94 0.84 0.12  0.2885

Values from the calculation:
* net charge: 0
* highest occupied orbital energy: -10.285 eV
* structure (SMILES): CO[C@](N)(O)[N+](=O)[O-]
* 2S+1: 1
* LUMO: -0.12 eV
* orbital gap: 10.161 eV

=====

Arrangement B

Formula: C2H6N2O4
Source: the Open Molecules 2025 dataset
Level of theory: ωB97M-V/def2-TZVPD

Each line ends with the Mulliken charge.
Positions of all 14 atoms, in Å:
C: 1.90 1.38 0.36  -0.6022
N: -0.99 -2.24 0.17  0.8450
H: -2.00 -1.40 -1.46  0.2737
O: 1.19 2.90 -1.19  -0.5330
O: -0.93 -3.38 0.56  -0.5223
H: 1.34 0.61 -0.16  0.2323
H: -2.59 -0.94 0.16  0.2774
N: 1.35 2.70 -0.01  0.8697
O: 1.18 3.52 0.85  -0.5275
C: -2.24 -1.76 -0.46  -0.6790
H: 2.91 1.37 -0.06  0.2830
O: -0.08 -1.45 0.25  -0.5173
H: 1.89 1.26 1.43  0.2878
H: -2.93 -2.60 -0.44  0.3124

Values from the calculation:
* net charge: 0
* highest occupied orbital energy: -11.040 eV
* structure (SMILES): C[N+](=O)[O-].C[N+](=O)[O-]
* 2S+1: 1
* LUMO: 0.07 eV
* orbital gap: 11.105 eV

=====

Stability verdict: arrangement A, ahead by 1.661 eV

=====

Arrangement A

Formula: C4H4ClNO2
Source: the Open Molecules 2025 dataset
Level of theory: ωB97M-V/def2-TZVPD

Each line ends with the Mulliken charge.
Positions of all 12 atoms, in Å:
H: -2.22 0.40 -0.99  0.2209
C: 0.76 0.37 1.20  -0.1308
Cl: 0.51 1.51 2.52  -0.1858
N: -0.31 -0.42 -0.91  0.1536
O: 1.73 -1.58 -0.74  -0.4843
O: -2.21 -0.80 -2.42  -0.4589
C: -0.18 0.58 0.26  -0.1470
C: -1.61 -0.32 -1.51  0.1136
H: 0.72 -1.58 -2.60  0.2762
H: 1.27 -0.83 1.55  0.3009
H: -1.01 1.51 0.06  0.1927
C: 0.78 -1.15 -1.47  0.1489

Values from the calculation:
* net charge: 0
* highest occupied orbital energy: -9.776 eV
* 2S+1: 1
* LUMO: 0.10 eV
* orbital gap: 9.876 eV

=====

Arrangement B

Formula: C4H4ClNO2
Source: the Open Molecules 2025 dataset
Level of theory: ωB97M-V/def2-TZVPD

Each line ends with the Mulliken charge.
Positions of all 12 atoms, in Å:
H: 0.25 1.68 -0.49  0.2643
C: -2.22 -0.31 0.27  0.4329
C: -0.26 -0.60 -0.19  0.5807
H: 2.33 0.80 -0.53  0.1875
N: -1.47 -1.32 0.03  -0.4606
O: 0.98 -1.16 -0.35  -0.3763
C: -0.46 0.75 -0.35  -0.1533
H: 3.09 -0.52 0.32  0.2706
C: 1.97 -0.19 0.19  -0.6544
Cl: -3.85 -0.45 -0.11  -0.1560
H: 1.48 0.37 1.21  0.3225
O: -1.84 0.94 0.00  -0.2581

Values from the calculation:
* net charge: 0
* highest occupied orbital energy: -9.203 eV
* 2S+1: 1
* LUMO: 0.48 eV
* orbital gap: 9.684 eV

=====

Stability verdict: arrangement A, ahead by 0.136 eV

=====

Arrangement A

Formula: C7H11N2O2
Source: the Open Molecules 2025 dataset
Level of theory: ωB97M-V/def2-TZVPD

Each line ends with the Mulliken charge.
Positions of all 22 atoms, in Å:
C: -1.07 -1.10 -0.15  -0.7734
H: 0.56 -0.74 2.26  0.3443
C: 0.78 -0.22 1.30  -0.5075
C: -0.68 0.17 0.68  -0.1750
H: 0.87 1.08 -2.03  0.2847
C: -0.16 -0.90 -1.36  0.2868
O: 1.66 -0.74 -3.03  -0.6618
H: 2.28 -0.68 -0.40  0.4640
H: -1.64 1.62 -0.69  0.3195
N: 0.69 -1.49 -3.28  1.0867
H: -2.07 -0.90 -0.60  0.4086
C: 1.55 -1.09 0.27  -1.2045
C: -0.61 1.30 -0.45  -0.8883
H: 0.04 2.09 -0.07  0.3725
H: -0.82 0.77 -2.54  0.3355
H: -0.84 -2.05 0.34  0.3461
O: 0.47 -1.89 -4.40  -0.7669
H: 1.58 -2.17 0.59  0.2214
H: -1.28 0.27 1.57  0.4816
N: -0.07 -1.86 -2.32  -0.8500
C: -0.09 0.62 -1.70  -0.3915
H: 1.35 0.75 1.36  0.2672

Values from the calculation:
* net charge: -1
* highest occupied orbital energy (spin up / spin down): -2.457 / -2.456 eV
* 2S+1: 1
* LUMO (spin up / spin down): 3.79 / 3.79 eV
* orbital gap (spin up / spin down): 6.243 / 6.242 eV

=====

Arrangement B

Formula: C7H11N2O2
Source: the Open Molecules 2025 dataset
Level of theory: ωB97M-V/def2-TZVPD

Each line ends with the Mulliken charge.
Positions of all 22 atoms, in Å:
N: -0.75 -1.74 -2.07  -0.6597
H: 1.26 -0.65 -3.38  0.3212
H: 1.99 -0.07 -1.86  0.2562
C: 0.58 -1.86 -0.28  -0.7222
H: -2.53 -2.12 -1.09  0.4169
H: -1.12 -2.23 1.00  0.2545
C: 1.64 -0.95 -2.40  -1.1399
H: 0.42 2.17 2.99  0.3361
C: -0.11 1.74 0.96  0.2159
H: 1.41 -1.74 0.40  0.3951
H: 2.51 -1.59 -2.50  0.3123
O: -1.50 3.10 -0.39  -0.7513
C: 0.16 1.30 2.39  -1.1629
H: -0.41 0.89 0.33  -0.1330
C: 0.55 -1.61 -1.62  0.8815
O: -1.71 3.25 1.86  -0.7244
C: -1.23 2.81 0.79  0.4347
H: 0.96 0.55 2.44  0.3438
H: 0.80 2.11 0.49  0.1990
H: -0.74 0.94 2.90  0.2488
C: -1.46 -2.05 -1.02  -0.2572
N: -0.69 -2.22 0.09  -0.0655

Values from the calculation:
* net charge: -1
* highest occupied orbital energy: -3.877 eV
* 2S+1: 1
* LUMO: 3.25 eV
* orbital gap: 7.127 eV

=====

Arrangement C

Formula: C7H11N2O2
Source: the Open Molecules 2025 dataset
Level of theory: ωB97M-V/def2-TZVPD

Each line ends with the Mulliken charge.
Positions of all 22 atoms, in Å:
H: 2.42 -2.37 3.28  0.2528
C: 1.90 -1.84 2.40  -0.7243
O: 1.61 -2.42 0.12  -0.5662
H: -1.85 1.94 0.89  0.2163
H: -2.09 3.31 -1.90  0.2412
H: 0.87 -1.62 2.53  0.2584
C: -0.61 1.06 -0.61  0.5242
O: 3.05 -3.59 1.29  -0.7934
C: -2.44 2.43 -1.31  -0.9699
H: -2.51 1.54 -1.94  0.3351
N: 0.71 1.14 -1.02  -0.6569
H: 0.11 -2.10 -1.20  0.3246
H: -2.08 -0.56 -0.41  0.4174
H: -0.89 3.08 0.13  0.4022
C: 1.05 -0.16 -1.28  -0.2339
H: 2.44 -0.83 2.32  0.1673
C: -1.06 -0.24 -0.63  -0.6082
H: 2.15 -0.25 -1.48  0.3939
H: -3.50 2.87 -1.20  0.2900
C: -1.49 2.29 -0.15  -0.5925
N: 0.01 -1.03 -0.95  -0.0418
C: 2.20 -2.63 1.14  0.3638

Values from the calculation:
* net charge: -1
* highest occupied orbital energy: -3.804 eV
* 2S+1: 1
* LUMO: 3.34 eV
* orbital gap: 7.139 eV

=====

Stability verdict: arrangement B, ahead by 1.602 eV

=====

Arrangement A

Formula: C19H21N3O3
Source: the Open Molecules 2025 dataset
Level of theory: ωB97M-V/def2-TZVPD

Each line ends with the Mulliken charge.
Positions of all 46 atoms, in Å:
H: -2.54 2.44 -2.12  0.3894
H: -3.31 -2.64 1.24  0.3560
C: -2.49 -0.97 0.16  0.8219
H: -1.91 -3.68 -0.55  0.3673
H: -0.04 0.32 0.47  0.0523
C: 4.11 0.60 -0.02  0.4482
H: -5.63 -1.97 0.89  0.3955
C: -3.52 -1.74 0.67  -0.5360
C: 0.33 2.35 0.72  0.5191
C: -0.67 -2.46 0.74  -0.4771
N: 0.68 1.05 0.53  0.3542
H: -1.19 3.29 1.87  0.4672
C: 1.95 0.59 0.30  0.2905
H: -0.79 2.42 -1.84  0.4627
C: 5.46 0.86 -0.20  -0.8261
C: -5.14 -0.21 -0.22  -0.8250
N: 3.03 1.41 0.18  -0.0098
H: -2.99 3.10 0.16  0.3631
H: 4.06 -2.81 -0.18  0.4295
H: -1.56 1.61 1.42  0.1419
H: -0.42 -4.46 -0.01  0.4318
H: 6.48 -2.36 -0.51  0.3696
C: -1.94 3.08 -0.13  -0.6592
H: 2.97 2.42 0.25  0.2058
H: -6.17 0.09 -0.36  0.3933
H: -0.36 -3.20 -1.25  0.3221
N: 2.24 -0.68 0.20  -0.3989
O: -1.71 0.83 -1.10  -0.4078
C: -0.86 -3.52 -0.34  -1.2837
H: -1.13 -2.77 1.68  0.3659
H: -4.36 1.46 -1.31  0.3541
C: -4.12 0.57 -0.75  -0.4730
H: 7.35 -0.08 -0.53  0.3733
C: -1.76 2.21 -1.38  -0.7834
H: 0.40 -2.28 0.90  0.4204
C: -4.84 -1.36 0.48  -0.7807
H: -1.63 4.09 -0.37  0.4650
C: 4.45 -1.80 -0.19  -0.7640
O: 1.13 3.27 0.65  -0.7357
C: 5.79 -1.54 -0.37  -0.4664
C: -2.80 0.19 -0.58  0.5531
C: -1.13 2.55 1.06  -0.4787
O: -1.16 -1.19 0.34  -0.5367
C: 6.29 -0.24 -0.38  -0.4816
C: 3.60 -0.72 -0.01  0.4141
H: 5.85 1.86 -0.21  0.3965

Values from the calculation:
* net charge: 0
* highest occupied orbital energy: -7.936 eV
* structure (SMILES): CCOc1ccccc1OCCCC(=O)Nc1nc2ccccc2[nH]1
* 2S+1: 1
* LUMO: 0.74 eV
* orbital gap: 8.674 eV

=====

Arrangement B

Formula: C19H21N3O3
Source: the Open Molecules 2025 dataset
Level of theory: ωB97M-V/def2-TZVPD

Each line ends with the Mulliken charge.
Positions of all 46 atoms, in Å:
C: -3.45 -2.72 2.43  0.6442
H: -4.65 -0.25 4.17  0.2540
H: 0.45 1.49 -0.95  0.4801
C: 2.96 0.28 -0.81  0.3479
N: -2.05 -1.63 0.77  0.2165
C: 3.04 4.09 -2.64  -0.3184
H: -4.16 -1.81 4.88  0.3810
C: -0.72 -0.09 -0.12  0.3964
C: -2.57 -2.80 1.34  0.1662
C: 4.15 3.29 -1.97  -0.3888
N: 2.94 1.13 -1.87  -0.1590
C: 1.61 -1.51 0.20  -1.0709
O: 4.00 -0.05 -0.26  -0.6731
N: -2.00 0.41 -0.13  -0.7507
H: 2.05 3.78 -2.27  0.1992
H: 2.55 -2.02 0.32  0.4423
O: -3.75 -1.47 2.87  -0.3632
H: -3.80 -0.43 0.53  0.4572
H: 4.19 1.70 -3.43  0.4105
C: -2.70 -5.20 1.40  -0.8233
H: 3.06 3.93 -3.74  0.2916
H: 2.51 7.31 -2.64  0.2522
H: 4.05 3.40 -0.89  0.2316
C: 0.44 -2.10 0.63  -0.4950
H: 2.06 1.37 -2.29  0.2476
C: 1.63 -0.24 -0.40  1.0296
C: -2.21 -4.04 0.83  -0.3171
H: 4.97 1.30 -1.88  0.3965
C: -4.58 -1.32 4.00  -0.9843
H: -3.97 -6.02 2.91  0.3835
C: -2.74 -0.51 0.40  -0.1011
C: 4.12 1.81 -2.35  -0.9510
H: -4.62 -3.86 3.82  0.4056
H: -5.59 -1.72 3.81  0.3816
C: -0.73 -1.38 0.45  0.3100
C: 0.46 0.49 -0.55  -1.1347
C: -3.57 -5.12 2.47  -0.7247
H: -2.41 -6.16 0.99  0.3735
H: -1.54 -4.08 -0.01  0.5922
H: 2.23 6.20 -4.01  0.2855
C: 2.26 6.29 -2.92  -0.7079
H: 1.26 6.05 -2.53  0.2935
H: 5.10 3.72 -2.27  0.2978
C: -3.95 -3.89 2.98  -0.4556
H: 0.44 -3.07 1.10  0.5736
O: 3.24 5.46 -2.36  -0.3222

Values from the calculation:
* net charge: 0
* highest occupied orbital energy: -8.491 eV
* structure (SMILES): COCCCNC(=O)c1ccc2c(c1)ncn2-c1ccccc1OC
* 2S+1: 1
* LUMO: 0.64 eV
* orbital gap: 9.132 eV

=====

Stability verdict: arrangement A, ahead by 0.997 eV